# 1
107
Properties=species:S:1:pos:R:3:forces:R:3 method="wB97M-V/def2-TZVPD" de_lowest_ev=0.0000 multiplicity=1 orbital_gap_ha=0.3094
C 1.2201 -0.5696 -0.5668 -0.6 -0.4 0.0
C -0.1580 0.0858 -0.4416 1.3 -1.1 -0.3
N -0.2687 1.0897 0.2974 -0.5 0.9 0.5
C -1.3615 -0.4705 -1.2023 0.5 1.4 -0.2
C -2.5400 0.4262 -0.8990 0.8 -1.2 -0.3
C -3.5885 0.0048 -0.1753 -1.6 0.9 0.8
N -3.7538 -1.3163 0.3659 1.0 0.6 -0.8
C -2.6681 -1.7150 1.2200 0.0 0.9 0.7
C -2.2564 -0.8661 2.4141 -0.7 0.2 -0.3
O -2.0577 -2.7014 0.9733 0.7 -1.7 -0.4
C -4.0971 -2.3363 -0.6138 0.1 0.5 -0.7
C -3.8793 -2.1889 -2.1190 -0.1 0.1 0.2
O -4.6058 -3.3187 -0.2121 -0.8 -1.7 0.9
C -4.6768 0.9262 0.0909 -0.2 -2.5 1.0
C -4.6847 2.1651 -0.3355 -0.9 2.8 -1.4
S -6.0674 3.2012 0.1136 0.6 -1.0 1.2
O -5.6833 4.0122 1.1904 1.2 1.7 0.4
O -7.1565 2.3575 0.4015 -1.3 -0.9 -1.2
F -6.3603 4.1189 -1.1225 0.2 -0.7 0.2
C -3.6192 2.6670 -1.1240 -0.4 -1.5 0.9
N -3.4949 3.8599 -1.6297 0.9 0.7 -0.8
S -2.0800 3.8005 -2.3993 0.5 0.8 -0.7
N -1.5828 2.2986 -2.1110 -0.5 0.7 -0.4
C -2.5542 1.7590 -1.3907 0.1 -0.1 0.2
H 1.8246 -0.0902 -1.3412 -0.2 -0.2 -0.1
H 1.7413 -0.4310 0.3861 -0.1 -0.1 -0.1
H 1.1308 -1.6463 -0.7507 0.2 0.2 -0.2
H 0.6403 1.3270 0.6909 -0.1 0.1 0.1
H -1.1239 -0.3300 -2.2772 -0.2 -0.5 0.7
H -1.5247 -1.5220 -0.9777 0.1 0.2 0.0
H -1.7781 0.0630 2.0804 -0.3 -0.1 0.1
H -1.5351 -1.4442 2.9933 -0.1 0.0 -0.2
H -3.1381 -0.6659 3.0383 0.3 0.3 -0.2
H -2.8290 -2.3177 -2.3958 -0.1 0.4 0.1
H -4.4257 -3.0032 -2.5980 0.0 0.1 0.3
H -4.3147 -1.2569 -2.4821 0.5 0.0 -0.1
H -5.5224 0.5729 0.6759 0.1 -0.1 -0.1
C 7.2598 -2.0281 1.0179 0.1 0.0 0.0
Cl 6.0881 -0.8365 1.6270 0.0 -0.4 -0.2
Cl 8.0542 -1.3814 -0.4192 -0.1 0.3 0.1
Cl 8.4723 -2.3730 2.2572 0.0 -0.5 -0.4
Cl 6.4068 -3.5214 0.6014 0.0 0.1 0.0
C 3.9334 -0.0339 5.2468 0.1 0.0 0.1
Cl 3.8941 0.6166 3.5951 -0.1 0.1 0.1
Cl 2.5677 -1.1341 5.4791 0.0 0.0 0.0
Cl 5.4483 -0.9097 5.5053 -0.2 -0.1 0.0
Cl 3.8387 1.2863 6.4100 0.0 0.2 -0.3
C -8.9952 4.8047 3.5157 0.0 0.0 -0.1
Cl -8.5909 4.7477 1.8007 -0.3 0.2 0.2
Cl -10.0233 6.2096 3.8387 0.0 0.0 0.0
Cl -9.8589 3.3281 3.9679 0.0 0.0 0.0
Cl -7.5098 4.9318 4.4667 0.0 0.0 0.0
C -7.8525 -1.5170 -2.9436 -0.1 0.0 0.0
Cl -8.9236 -0.4320 -3.8360 0.1 0.0 0.0
Cl -8.8134 -2.6014 -1.9358 0.1 0.1 0.0
Cl -6.8961 -2.4675 -4.0883 0.0 0.0 0.0
Cl -6.7760 -0.5563 -1.9117 -0.2 0.1 0.0
C 4.5334 -0.0616 10.4847 0.0 0.0 0.0
Cl 4.1356 1.6583 10.3712 0.0 0.0 0.0
Cl 6.2775 -0.2507 10.7038 -0.1 0.0 0.0
Cl 3.6845 -0.7736 11.8617 0.0 0.0 -0.1
Cl 4.0353 -0.8778 8.9981 0.0 -0.1 0.2
C 0.9108 -0.6619 -4.7762 0.0 0.1 0.0
Cl 0.1212 0.6604 -3.8992 0.4 0.1 -0.5
Cl 1.3145 -0.1210 -6.4119 0.3 0.1 0.7
Cl 2.3897 -1.1429 -3.9379 0.0 0.0 -0.1
Cl -0.1904 -2.0434 -4.8686 0.0 0.0 0.0
C -0.7667 -0.5758 -10.4246 0.0 0.0 -0.1
Cl 0.1037 -0.6334 -8.8823 -0.4 -0.1 -0.6
Cl -2.4261 -1.1316 -10.1826 0.1 0.0 0.0
Cl -0.7837 1.0855 -11.0300 0.0 -0.1 0.0
Cl 0.0407 -1.6233 -11.5997 0.0 0.0 0.0
C 9.3984 0.9143 4.5114 -0.1 0.0 0.0
Cl 7.9784 0.2355 3.7103 0.3 0.8 0.4
Cl 9.3243 2.6803 4.4542 0.0 -0.1 0.0
Cl 9.4344 0.3802 6.1984 0.0 0.0 0.0
Cl 10.8613 0.3584 3.6849 0.0 0.0 0.0
C -0.9587 3.9348 2.1245 -0.2 -0.1 0.1
Cl 0.4873 3.0920 2.7167 0.0 0.1 0.0
Cl -2.3560 2.8582 2.2003 0.0 0.1 0.1
Cl -1.2498 5.3495 3.1420 0.0 -0.1 -0.1
Cl -0.7166 4.4400 0.4487 0.1 0.1 0.2
C -6.1726 -1.5297 -12.0628 0.0 0.0 0.0
Cl -6.4695 -3.1060 -11.3189 0.0 0.1 0.0
Cl -7.5607 -1.0766 -13.0588 0.0 0.0 0.0
Cl -5.9368 -0.3159 -10.7956 0.0 -0.1 -0.1
Cl -4.7252 -1.6195 -13.0757 -0.1 0.0 0.1
C -0.3089 1.6060 7.6034 -0.1 0.0 0.1
Cl 1.0411 0.8070 8.4276 -0.1 0.1 -0.2
Cl -1.6497 0.4702 7.4357 -0.1 0.0 0.1
Cl -0.8160 2.9994 8.5680 0.0 0.0 0.0
Cl 0.1379 2.1451 5.9849 0.2 0.0 0.0
C -2.7052 -3.5606 5.7767 -0.1 -0.1 -0.1
Cl -1.1801 -2.6694 5.8094 0.1 0.0 0.0
Cl -3.6627 -3.1363 7.2016 0.0 0.0 0.0
Cl -3.5984 -3.1306 4.3122 -0.1 -0.2 0.2
Cl -2.3753 -5.2965 5.7797 0.0 0.1 0.0
C 10.8414 -3.6331 -2.0979 -0.1 0.0 0.0
Cl 9.4446 -4.2335 -1.2012 0.1 -0.3 0.0
Cl 11.9409 -2.8011 -0.9896 0.0 0.0 0.0
Cl 11.6853 -4.9853 -2.8624 0.0 0.1 0.0
Cl 10.2877 -2.5015 -3.3389 0.0 -0.1 0.0
C 10.6623 1.0291 -5.5319 0.0 0.0 0.0
Cl 11.4845 0.6515 -4.0143 0.0 0.1 -0.1
Cl 8.9305 0.7079 -5.3547 0.1 0.0 0.0
Cl 10.9090 2.7332 -5.9316 0.0 -0.1 0.0
Cl 11.3191 0.0180 -6.8245 0.0 0.0 0.0

# 2
53
Properties=species:S:1:pos:R:3:forces:R:3 method="wB97M-V/def2-TZVPD" multiplicity=3 s2=2.07 orbital_gap_ha="0.1290 / 0.1548"
Pd 0.0003 0.0804 -0.0766 0.0 0.1 0.0
C 4.0641 -1.1492 0.5789 0.0 0.0 0.0
C 4.8761 -0.0554 0.2045 0.0 0.0 0.0
C 4.2707 1.0760 -0.2243 0.0 0.0 0.0
C 2.8422 1.1904 -0.3061 0.0 0.0 0.0
N 2.0744 0.0985 0.0053 -0.1 0.0 0.0
C 2.7163 -1.0105 0.4590 0.0 0.0 0.0
N 2.3981 2.3793 -0.6822 0.0 0.0 0.0
C 1.1215 2.7265 -0.7597 0.0 0.0 0.0
N 0.0003 1.9797 -0.5033 0.0 0.1 0.0
C -1.1211 2.7268 -0.7580 0.0 0.0 0.0
N -2.3978 2.3800 -0.6787 0.0 0.0 0.0
C -2.8417 1.1907 -0.3035 0.0 0.0 0.0
C -4.2701 1.0764 -0.2203 0.0 0.0 0.0
C -4.8754 -0.0558 0.2065 0.0 0.0 0.0
C -4.0631 -1.1508 0.5772 0.0 0.0 0.0
C -2.7154 -1.0120 0.4564 0.0 0.0 0.0
N -2.0738 0.0980 0.0051 0.1 0.0 0.0
C -0.6989 4.0376 -1.1719 0.0 0.0 0.0
C -1.4190 5.1762 -1.5389 0.0 0.0 0.0
C -0.7056 6.2980 -1.9006 0.0 0.0 0.0
C 0.7052 6.2977 -1.9018 0.0 0.0 0.0
C 1.4189 5.1757 -1.5415 0.0 0.0 0.0
C 0.6989 4.0373 -1.1732 0.0 0.0 0.0
H 4.4768 -2.0742 0.9538 0.0 0.0 0.0
H 5.9549 -0.1161 0.2703 0.0 0.0 0.0
H 4.8238 1.9587 -0.5100 0.0 0.0 0.0
H 2.0943 -1.8374 0.7497 0.0 0.0 0.0
H -4.8233 1.9598 -0.5036 0.0 0.0 0.0
H -5.9541 -0.1165 0.2732 0.0 0.0 0.0
H -4.4756 -2.0768 0.9499 0.0 0.0 0.0
H -2.0933 -1.8400 0.7440 0.0 0.0 0.0
H -2.5010 5.1652 -1.5350 0.0 0.0 0.0
H -1.2323 7.1987 -2.1900 0.0 0.0 0.0
H 1.2317 7.1982 -2.1922 0.0 0.0 0.0
H 2.5008 5.1643 -1.5395 0.0 0.0 0.0
Cl -0.0018 -6.9035 1.5501 0.0 0.0 0.0
C -0.0015 -5.2068 1.8040 0.0 0.0 0.0
C -0.0023 -4.7341 3.1013 0.0 0.0 0.0
C -0.0020 -3.3753 3.3529 0.0 0.0 -0.1
I -0.0029 -2.6653 5.2770 0.0 0.0 0.0
C -0.0010 -2.3898 2.2777 0.0 -0.2 0.0
O -0.0004 -1.1881 2.4847 0.0 0.1 0.0
C -0.0005 -2.9438 0.8931 0.0 0.1 0.0
N 0.0005 -2.0576 -0.1222 0.0 -0.2 0.0
C 0.0014 -2.5089 -1.3670 0.0 0.0 0.0
C 0.0014 -3.8698 -1.6791 0.0 0.0 0.0
C 0.0003 -4.7835 -0.6602 0.0 0.0 0.0
C -0.0006 -4.3248 0.6684 0.0 -0.1 0.0
H -0.0030 -5.4415 3.9187 0.0 0.0 0.0
H 0.0021 -1.7580 -2.1458 0.0 0.0 0.0
H 0.0021 -4.1795 -2.7139 0.0 0.0 0.0
H 0.0003 -5.8450 -0.8625 0.0 0.0 0.0

# 3
65
Properties=species:S:1:pos:R:3:forces:R:3 method="wB97M-V/def2-TZVPD" de_lowest_ev=1.3743 multiplicity=6 s2=8.82 orbital_gap_ha="0.1793 / 0.2349"
Ru 0.6947 -0.1937 -0.4297 -0.1 -0.2 0.0
C -0.9837 -2.5412 -3.6432 0.0 0.0 0.0
C -0.2342 -1.6177 -2.9905 0.1 0.0 -0.2
N -0.5404 -1.1998 -1.7076 0.0 0.1 0.0
C -1.5683 -1.8122 -1.0542 -0.2 -0.1 0.1
C -2.4196 -2.7422 -1.7060 0.0 0.1 0.1
C -2.1204 -3.1143 -3.0233 0.1 0.0 0.0
C -3.5190 -3.2286 -0.9717 0.0 0.0 0.1
C -3.7990 -2.7795 0.3353 0.0 0.0 0.0
C -2.9609 -1.9179 0.9796 0.0 -0.1 -0.1
C -1.7607 -1.4882 0.3116 -0.1 -0.1 0.0
N -0.7713 -0.7463 0.8426 0.2 0.1 0.0
C -0.6694 -0.1595 2.1000 -0.1 0.0 0.0
C -1.1747 -0.6253 3.2933 0.0 0.1 0.0
C -0.9892 0.1139 4.4815 0.0 0.0 -0.1
C -0.2946 1.2902 4.4922 0.0 0.0 -0.1
C 0.3069 1.7601 3.2966 0.0 0.0 0.1
C 1.1299 2.9087 3.2298 0.0 0.0 0.0
C 1.7558 3.2454 2.0610 -0.1 -0.1 0.0
C 1.5820 2.4206 0.9398 0.0 0.0 0.0
N 0.7925 1.3663 0.9689 0.0 0.1 0.1
C 0.1343 1.0231 2.1193 0.0 0.0 0.0
H -0.7073 -2.8224 -4.6488 0.0 0.0 0.0
H 0.6339 -1.1484 -3.4300 0.0 0.0 0.0
H -2.7352 -3.8373 -3.5383 0.0 0.0 0.0
H -4.1792 -3.9449 -1.4425 0.0 0.0 0.0
H -4.6953 -3.1286 0.8288 0.0 0.0 0.0
H -3.1947 -1.5577 1.9673 0.0 0.0 0.0
H -1.6747 -1.5799 3.3413 0.0 0.0 0.0
H -1.4028 -0.2778 5.4006 0.0 0.0 0.0
H -0.1592 1.8506 5.4069 0.0 0.0 0.0
H 1.2730 3.5045 4.1219 0.0 0.0 0.0
H 2.4056 4.1043 1.9910 0.0 0.0 0.0
H 2.1149 2.6030 0.0141 0.0 0.0 0.0
F 3.3083 -4.8238 -0.7417 0.0 0.0 0.0
C 2.1312 -5.0314 -0.1621 0.0 -0.1 0.0
F 2.2485 -6.0077 0.7329 0.0 0.1 -0.1
F 1.2502 -5.4023 -1.0950 0.1 0.0 0.1
S 1.5165 -3.4888 0.6369 0.1 -0.2 0.1
O 1.4555 -2.5499 -0.4700 0.1 0.2 -0.1
O 0.2834 -3.8428 1.2701 0.0 0.0 0.0
N 2.6901 -3.2144 1.6530 0.0 0.1 -0.1
S 3.2360 -1.7636 1.8930 0.0 -0.2 0.2
O 3.8439 -1.6567 3.1758 0.1 0.0 0.0
O 2.2699 -0.7405 1.5224 0.1 0.2 -0.2
C 4.6339 -1.5325 0.6985 0.2 0.0 -0.1
F 5.5197 -2.5155 0.8314 -0.1 0.0 0.1
F 5.2417 -0.3732 0.9458 -0.1 0.1 0.2
F 4.2052 -1.5145 -0.5565 -0.2 -0.1 -0.1
O 2.9666 2.0182 -3.0405 -0.1 -0.1 -0.1
C 1.9465 1.4543 -2.7215 -0.1 0.4 0.4
O 1.8966 0.5020 -1.8203 0.2 -0.3 -0.1
C 0.6202 1.8361 -3.3322 0.0 -0.1 -0.2
C -0.5559 1.9085 -2.5950 0.0 0.0 0.1
C -1.7591 2.2441 -3.1987 0.0 0.0 0.0
C -1.8042 2.4959 -4.5601 0.1 0.0 0.1
C -0.6202 2.4298 -5.2740 0.0 -0.1 -0.1
C 0.5941 2.1241 -4.6924 -0.1 0.0 0.1
N -0.6607 2.6989 -6.7283 0.0 0.6 0.2
O 0.3929 2.7025 -7.3271 0.0 -0.2 -0.1
O -1.7402 2.9726 -7.2134 0.0 -0.2 -0.1
H -0.5418 1.7278 -1.5223 0.0 0.0 -0.1
H -2.6638 2.3044 -2.6103 0.0 0.0 0.0
H -2.7239 2.7431 -5.0677 0.0 0.0 0.0
H 1.5017 2.1034 -5.2767 0.0 0.0 0.0

# 4
56
Properties=species:S:1:pos:R:3:forces:R:3 method="wB97M-V/def2-TZVPD" de_lowest_ev=1.0014 multiplicity=3 s2=2.00 orbital_gap_ha="0.2224 / 0.2249"
Tm 1.2913 1.2260 -0.2334 -6.3 2.7 0.8
O -0.2961 3.0433 0.9264 -1.9 -1.7 -0.6
C -1.0142 2.1489 0.3142 5.9 0.9 -0.4
C -2.3875 1.8716 0.2166 -2.1 0.2 0.5
C -3.4127 2.7622 0.5084 -1.7 -0.3 -0.1
C -4.7337 2.4215 0.1323 0.3 -0.1 -0.9
C -5.0279 1.1336 -0.4154 -1.1 1.3 0.7
C -4.0751 0.1623 -0.2475 0.0 -1.0 -0.5
C -2.7504 0.5684 -0.1705 -0.4 0.0 1.0
P -1.4112 -0.5677 -0.2112 2.0 -0.5 0.0
C -1.5751 -1.4941 1.3569 0.6 -0.3 -0.3
C -2.5954 -2.4280 1.5548 0.3 0.3 0.6
C -2.7106 -2.9977 2.8209 -0.4 -0.1 0.0
C -1.7745 -2.7843 3.8253 -0.1 -0.1 0.5
C -0.7438 -1.8926 3.5938 0.8 -0.3 0.4
C -0.6157 -1.2776 2.3710 -0.6 0.6 -0.8
C -1.7721 -1.7310 -1.5350 -0.2 -0.3 -0.1
C -1.2033 -3.0058 -1.4392 0.1 0.0 0.0
C -1.3868 -3.9265 -2.4677 -0.1 -0.2 -0.2
C -2.0839 -3.5933 -3.6328 -0.6 1.3 0.9
C -2.6933 -2.3122 -3.6887 0.8 -0.3 -0.4
C -2.4920 -1.3672 -2.6864 0.1 -0.6 0.2
H -3.1874 3.6536 1.0716 -0.1 0.4 -0.2
H -5.5661 3.1297 0.2078 0.5 -0.1 0.1
H -6.0235 0.8936 -0.8844 1.0 0.3 1.1
H -4.3743 -0.9065 -0.1516 0.5 0.8 -0.8
H -3.2850 -2.7262 0.7575 0.2 0.3 0.3
H -3.6087 -3.5451 3.0442 0.0 -0.6 0.0
H -1.8130 -3.3190 4.7934 -0.3 0.5 -0.7
H 0.0213 -1.7074 4.3493 -0.3 -0.1 -0.1
H 0.2244 -0.5991 2.2044 -0.3 -0.2 0.0
H -0.5740 -3.2652 -0.5660 -0.6 0.1 -0.5
H -1.0134 -4.9356 -2.3189 0.2 0.1 -0.2
H -2.1728 -4.2795 -4.4624 -0.1 -0.1 0.1
H -3.2617 -1.9931 -4.5613 0.1 -0.3 0.1
H -2.8794 -0.3547 -2.8112 0.0 -0.3 0.1
O 8.0965 1.6380 0.4617 0.1 -1.6 -0.3
C 7.5004 0.5538 0.1840 1.6 0.2 -1.0
O 7.8302 -0.5540 -0.3121 0.3 1.1 0.7
C 6.0489 0.6991 0.3770 -3.0 1.8 1.3
C 5.5777 1.8472 1.1554 -1.0 -1.8 -0.5
C 4.2049 1.9887 1.3292 0.7 -0.1 -0.3
N 3.2848 1.1989 0.7314 1.0 -0.7 0.7
C 3.7150 0.1005 0.0365 1.6 0.9 -0.6
C 5.0721 -0.1491 -0.2039 -0.5 0.2 0.5
C 2.5255 -0.5229 -0.6477 -2.5 -2.5 -0.9
O 1.5354 -0.9438 0.1603 3.9 0.7 -2.0
O 2.1857 -0.1402 -1.8584 1.4 -0.7 2.9
H 6.2171 2.5750 1.6604 0.2 -0.6 -0.5
H 3.8171 2.7697 1.9707 -0.1 0.1 -0.2
H 5.3499 -1.0017 -0.8252 0.2 0.3 0.3
Cl 1.4231 3.2818 -1.9360 0.6 1.6 0.0
C 1.9456 4.9526 -1.0929 -0.3 -1.3 0.4
Cl 3.6423 5.0368 -0.7610 -0.2 -0.2 -0.1
H 1.3438 4.9799 -0.1799 0.2 -0.1 -0.3
H 1.6618 5.6842 -1.8147 -0.2 0.3 -0.5